# 1
Molecular formula: C3H7NS2
Method: DFT, ωB97M-V/def2-TZVPD

Energy above the lowest of the compared OMol25 structures with the same formula, charge and spin   81.8 kcal per mole
Electronic energy   -26381.62791 eV
HOMO-LUMO gap   8.83 eV
Lowest unoccupied orbital energy   0.391 eV
Largest force on an atom   0.08813 hartree/bohr

Cartesian coordinates (Å):
C -1.645 -0.417 -1.371
C 0.662 -0.426 -0.403
C 1.119 0.958 1.982
H -2.048 -0.226 -2.554
H -2.417 -1.314 -0.857
H -1.799 0.672 -0.681
H 0.173 -1.463 -2.186
H 0.409 0.882 3.143
H 1.638 2.073 1.912
H 1.882 0.040 2.040
N -0.230 -0.785 -1.422
S 2.437 -0.613 -0.468
S -0.182 0.620 0.865

# 2
Molecular formula: C3H7NS2
Method: DFT, ωB97M-V/def2-TZVPD

Energy above the lowest of the compared OMol25 structures with the same formula, charge and spin   111.5 kcal per mole
Electronic energy   -26380.33819 eV
HOMO-LUMO gap   7.65 eV
Lowest unoccupied orbital energy   -0.973 eV
Largest force on an atom   0.12331 hartree/bohr

Cartesian coordinates (Å):
C -1.334 1.005 -0.501
C -1.282 -0.058 0.519
C 0.847 -1.432 -0.280
H -1.725 0.746 -1.641
H -0.122 1.181 -0.700
H -1.840 1.936 -0.151
H -2.252 0.006 0.867
H -0.608 0.474 1.237
H 1.440 -2.211 -0.861
H 3.342 0.566 1.669
N 1.300 -0.334 0.005
S -0.821 -1.609 -0.042
S 3.055 -0.270 -0.121

# 3
Molecular formula: C3H7NSi
Method: DFT, ωB97M-V/def2-TZVPD

Energy above the lowest of the compared OMol25 structures with the same formula, charge and spin   121.0 kcal per mole
Electronic energy   -12586.47164 eV
HOMO-LUMO gap (spin up / spin down)   6.87 / 6.75 eV
Lowest unoccupied orbital energy (spin up / spin down)   -0.255 / -0.250 eV
Largest force on an atom   0.07761 hartree/bohr

Cartesian coordinates (Å):
C -1.987 -0.672 -0.835
C -1.563 -0.255 0.403
C 2.204 0.102 0.075
N 2.225 -1.069 -0.260
Si -0.478 1.209 0.663
H -2.367 -1.649 -0.801
H -1.937 -0.118 -1.722
H -1.747 -1.027 1.111
H 2.925 0.910 -0.181
H 3.239 -1.385 -0.630
H -0.520 1.514 2.021
H 0.006 2.440 0.156

# 4
Molecular formula: C3H7NSi
Method: DFT, ωB97M-V/def2-TZVPD

Energy above the lowest of the compared OMol25 structures with the same formula, charge and spin   91.3 kcal per mole
Electronic energy   -12587.75994 eV
SMILES   [H]/N=C/[SiH3].C#C
HOMO-LUMO gap   9.92 eV
Lowest unoccupied orbital energy   0.868 eV
Largest force on an atom   0.07068 hartree/bohr

Cartesian coordinates (Å):
H -2.188 -2.022 0.184
N -2.104 -1.005 0.248
C -1.059 -0.390 0.483
Si -0.897 1.473 0.037
H -0.175 -1.020 0.678
H -1.202 2.254 1.391
H -2.135 1.803 -0.917
H 0.413 1.934 -0.527
C 2.487 -1.183 -0.779
C 2.118 -0.427 0.058
H 2.994 -1.758 -1.523
H 1.748 0.341 0.668

# 5
Molecular formula: C3H7NSi
Method: DFT, ωB97M-V/def2-TZVPD

Energy above the lowest of the compared OMol25 structures with the same formula, charge and spin   28.0 kcal per mole
Electronic energy   -12586.13187 eV
Multiplicity   3
Expectation value of S²   2.006
HOMO-LUMO gap (spin up / spin down)   6.19 / 10.17 eV
Lowest unoccupied orbital energy (spin up / spin down)   0.874 / -1.241 eV
Largest force on an atom   0.09764 hartree/bohr

Cartesian coordinates (Å):
C 4.250 -0.362 -0.457
C 0.579 -0.958 -0.461
C -0.155 -0.061 0.549
N 3.414 -0.001 0.240
Si -0.562 1.574 0.135
H 0.764 -1.992 -0.173
H 0.040 -0.831 -1.511
H 1.612 -0.668 -0.715
H 5.012 -0.669 -1.203
H -0.434 -0.493 1.513
H -1.140 2.818 0.966
H -0.383 1.765 -1.297

# 6
Molecular formula: C3H7O
Method: DFT, ωB97M-V/def2-TZVPD

Energy above the lowest of the compared OMol25 structures with the same formula, charge and spin   1.8 kcal per mole
Electronic energy   -5269.79308 eV
Multiplicity   2
Expectation value of S²   0.768
HOMO-LUMO gap (spin up / spin down)   11.08 / 8.45 eV
Lowest unoccupied orbital energy (spin up / spin down)   1.065 / -1.640 eV
Largest force on an atom   0.03738 hartree/bohr

Cartesian coordinates (Å):
C 0.058 -1.477 0.516
O 0.096 -0.720 -0.442
C -1.021 -1.535 1.439
C 0.698 2.940 -1.161
H 0.915 -2.135 0.755
H -1.893 -0.912 1.298
H -1.006 -2.219 2.275
H 0.594 3.686 -1.942
H 0.171 3.154 -0.284
H 0.328 1.972 -1.507
H 1.755 2.797 -0.949